C5H11NOS | ωB97M-V/def2-TZVPD

Energy relative to the best compared isomer or geometry (same formula, charge and spin): 114.1 kcal/mol
DFT total energy: -19732.14562 eV
HOMO: -8.7 eV
Kohn-Sham gap: 8.5 eV

The geometry in ORCA input format:
```
! RIJCOSX wB97M-V def2-TZVPD def2/J DEFGRID3
* xyz 0 1
C -2.72 -0.39 -0.63
C -0.65 0.26 -0.69
C 0.92 0.23 -0.63
C 1.65 0.71 0.70
C 1.37 -0.42 1.64
H -2.60 0.49 0.30
H -3.62 -1.13 -0.50
H -3.16 0.22 -1.59
H -1.24 -1.36 -1.77
H -0.81 0.63 0.34
H -0.86 1.00 -1.49
H 0.96 1.57 0.96
H 2.11 -1.22 1.35
H 1.41 -0.05 2.78
H 0.24 -0.87 1.31
H 3.48 0.26 0.12
N -1.39 -1.00 -0.81
O 3.03 1.21 0.52
S 1.87 -0.14 -1.91
*
```

natural (NBO) atomic charge list, values in e, 5 entries:
1. C -0.444
2. C -0.323
3. C -0.039
4. C -0.004
5. C -0.644



C5H11NOS2 | ωB97M-V/def2-TZVPD

Energy relative to the best compared isomer or geometry (same formula, charge and spin): 98.6 kcal/mol
DFT total energy: -30567.94483 eV
HOMO: -8.5 eV
Kohn-Sham gap: 9.1 eV

The geometry in ORCA input format:
```
! RIJCOSX wB97M-V def2-TZVPD def2/J DEFGRID3
* xyz 0 1
C -2.01 0.74 0.92
C -3.36 0.94 0.31
C 3.67 0.57 -0.06
C -0.10 -2.12 -0.62
C 1.30 0.12 -1.06
N -1.50 1.19 1.96
O -1.35 -0.13 0.19
S 2.20 1.46 -0.58
S 0.41 -0.55 0.13
H -4.02 0.09 0.64
H -3.27 1.18 -0.85
H -3.68 1.86 0.79
H 4.28 0.14 -0.97
H 3.26 -0.15 0.75
H 4.31 1.23 0.41
H 0.34 -2.82 0.10
H 0.37 -2.11 -1.59
H -1.21 -2.32 -0.60
H 0.97 -0.14 -2.07
H -0.62 0.83 2.21
*
```

natural (NBO) atomic charge list, values in e, 5 entries:
1. C 0.575
2. C -0.679
3. C -0.746
4. C -0.763
5. C -0.869



C5H11NPV | ωB97M-V/def2-TZVPD

DFT total energy: -41826.73664 eV
HOMO (spin up / spin down): -6.1 / -5.1 eV
Kohn-Sham gap (spin up / spin down): 6.2 / 5.3 eV

The geometry in ORCA input format:
```
! RIJCOSX wB97M-V def2-TZVPD def2/J DEFGRID3
* xyz 0 3
C -0.46 0.10 -1.94
C -1.29 1.11 -1.34
C -0.40 1.99 -0.65
C 0.98 1.62 -0.96
C 0.94 0.45 -1.75
V -0.07 -0.03 0.25
P -0.13 -2.20 0.64
H -0.82 -0.74 -2.54
H -2.37 1.16 -1.36
H -0.70 2.87 -0.08
H 1.79 -0.09 -2.15
H 1.87 2.15 -0.62
H 0.94 -3.06 0.23
H -1.16 -3.03 0.10
H -0.22 -2.69 1.98
N 0.23 0.07 2.29
H 1.10 -0.44 2.56
H -0.59 -0.32 2.80
H 0.34 1.07 2.56
*
```

natural (NBO) atomic charge list, values in e, 5 entries:
1. C -0.338
2. C -0.319
3. C -0.368
4. C -0.324
5. C -0.324



Repeat the third record exactly.
C5H11NPV | ωB97M-V/def2-TZVPD

DFT total energy: -41826.73664 eV
HOMO (spin up / spin down): -6.1 / -5.1 eV
Kohn-Sham gap (spin up / spin down): 6.2 / 5.3 eV

The geometry in ORCA input format:
```
! RIJCOSX wB97M-V def2-TZVPD def2/J DEFGRID3
* xyz 0 3
C -0.46 0.10 -1.94
C -1.29 1.11 -1.34
C -0.40 1.99 -0.65
C 0.98 1.62 -0.96
C 0.94 0.45 -1.75
V -0.07 -0.03 0.25
P -0.13 -2.20 0.64
H -0.82 -0.74 -2.54
H -2.37 1.16 -1.36
H -0.70 2.87 -0.08
H 1.79 -0.09 -2.15
H 1.87 2.15 -0.62
H 0.94 -3.06 0.23
H -1.16 -3.03 0.10
H -0.22 -2.69 1.98
N 0.23 0.07 2.29
H 1.10 -0.44 2.56
H -0.59 -0.32 2.80
H 0.34 1.07 2.56
*
```

natural (NBO) atomic charge list, values in e, 5 entries:
1. C -0.338
2. C -0.319
3. C -0.368
4. C -0.324
5. C -0.324



DFT total energy of number 3 (C5H11NPV)? -41826.73664 eV



Look up the DFT total energy of the third one. -41826.73664 eV



Which value of DFT total energy does entry 1 give? -19732.14562 eV